2 unconnected molecules or ions with the total composition H4O2 at a distorted geometry, computed with ωB97M-V/def2-TZVPD.

Last column: Mulliken charge in e.
Cartesian coordinates (Å):
O: -0.548 0.299 1.124  -0.64
H: -1.358 0.498 0.649  0.31
H: -0.825 0.289 2.078  0.32
O: 1.324 -0.447 -1.268  -0.62
H: 0.603 -0.562 -1.968  0.31
H: 0.804 -0.077 -0.616  0.32

Output
Relative energy (zero: lowest compared OMol25 entry of this formula, charge and spin) (eV): 0.293
Total energy (hartree): -152.8642
Charge: 0
Frontier orbital gap (hartree): 0.431
Structure (SMILES): O.O